# 1
Density functional theory data (ωB97M-V/def2-TZVPD) for a structure of composition C9H16NPdS4.

Summary:
- orbital gap (eV) = 6.442
- electronic energy (Ha) = -2126.70919
- ΔE to the lowest compared entry with this formula, charge and spin (kcal/mol) = 1.39

ORCA input file:
```
! wB97M-V def2-TZVPD RIJCOSX def2/J DEFGRID3
* xyz 3 1
Pd 0.7053 0.3021 0.1540
C -1.4711 2.5281 -0.6678
C -1.6733 2.1058 0.7823
S -1.4289 0.2909 0.8566
C -1.0653 -0.1452 2.5975
C -0.4028 -1.5173 2.5855
S 1.1708 -1.4803 1.6215
C 1.0290 -2.8617 0.3872
C 1.3594 -2.3784 -1.0224
S 0.0638 -1.1894 -1.5629
C 0.8327 -0.0763 -2.8086
C 0.0694 1.2452 -2.8305
S 0.2499 2.1600 -1.2228
H -1.6047 3.6075 -0.7622
H -2.1659 2.0275 -1.3431
H -2.7014 2.2886 1.1159
H -0.9727 2.5775 1.4735
H -2.0302 -0.1651 3.1174
H -0.4338 0.6363 3.0235
H -1.0481 -2.2837 2.1546
H -0.1384 -1.8124 3.6028
H 0.0279 -3.2900 0.4516
H 1.7525 -3.6195 0.6941
H 1.3327 -3.2212 -1.7191
H 2.3436 -1.9076 -1.0921
H 0.7446 -0.5716 -3.7801
H 1.8955 0.0499 -2.5851
H -0.9924 1.1067 -3.0371
H 0.4905 1.8978 -3.5976
N 2.3600 2.1841 2.0402
C 1.7014 1.5117 1.3734
*
```

---

# 2
Density functional theory data (ωB97M-V/def2-TZVPD) for the molecule C9H16S at a distorted geometry.

Summary:
- orbital gap (eV) = 9.137
- electronic energy (Ha) = -750.55623
- ΔE to the lowest compared entry with this formula, charge and spin (kcal/mol) = 53.03
- structure (SMILES) = C=C1CCC(CSC)CC1

ORCA input file:
```
! wB97M-V def2-TZVPD RIJCOSX def2/J DEFGRID3
* xyz 0 1
C 0.6075 -0.5522 -1.2991
C -0.4305 -0.6898 -2.2164
C 1.6480 0.4748 -1.5148
C 0.9783 -1.6215 -0.3530
C 1.8659 0.9107 0.0210
C 1.0438 -1.1840 1.1096
C -0.6236 0.8736 0.6343
C 0.7363 0.3279 1.0742
C -3.6105 0.4772 1.2188
S -2.1601 0.0437 0.0417
H -1.1989 -1.2425 -1.6407
H -0.5341 -0.1331 -3.2239
H 2.6431 0.0368 -1.8966
H 1.3983 1.3993 -2.0967
H 0.2619 -2.4882 -0.4131
H 2.0102 -1.7634 -0.6332
H 2.7609 0.3751 0.2417
H 1.8753 2.0481 0.1320
H 0.6012 -1.6047 1.9510
H 2.0907 -1.1362 1.4770
H -0.9617 1.4534 1.4698
H -0.3585 1.4705 -0.1736
H 1.1742 0.8485 1.9720
H -3.4333 0.8358 2.2252
H -4.3115 1.2533 0.7134
H -4.0728 -0.4131 1.1791
*
```

---

# 3
Density functional theory data (ωB97M-V/def2-TZVPD) for a structure of composition C9H17BiCl2NO2 at a distorted geometry.

Summary:
- orbital gap (alpha / beta) (eV) = 2.596 / 2.616
- electronic energy (Ha) = -1693.10588
- ΔE to the lowest compared entry with this formula, charge and spin (kcal/mol) = 105.44

ORCA input file:
```
! wB97M-V def2-TZVPD RIJCOSX def2/J DEFGRID3
* xyz -1 1
Bi 0.1601 0.2831 0.3652
Cl 0.5334 -1.8539 -0.3901
Cl 1.3411 2.2286 0.6452
C 2.8609 -0.1305 -1.5533
H 3.3058 0.4280 -0.7345
H 3.3809 -1.0325 -1.8711
C -1.4509 0.7762 -0.3175
C 1.7298 0.2642 -2.1402
H -2.3927 0.8152 0.2503
C 1.0520 -0.4503 -3.2695
H 1.2317 1.1692 -1.7911
C -0.2222 0.2640 -3.7533
H 1.7493 -0.5704 -4.1094
H 0.7674 -1.4540 -2.9227
C -1.4135 0.1101 -2.7972
H -0.0049 1.3304 -3.8984
H -0.4995 -0.1388 -4.7353
C -1.5509 1.2329 -1.7439
H -2.3419 0.0933 -3.3808
H -1.3497 -0.8587 -2.2822
H -0.8192 2.0257 -1.9497
H -2.5451 1.6965 -1.8588
N -0.1756 0.0412 5.3256
C -0.7196 -1.0803 4.5592
C -0.2333 -1.0374 3.1417
O 0.4838 -2.0292 2.6667
O -0.5019 0.0136 2.3968
H 0.8701 0.0000 5.3290
H -0.5207 -0.0160 6.3106
H -0.4896 0.9488 4.9117
H -0.4059 -2.0357 5.0344
H -1.8301 -1.0328 4.5641
*
```

---

# 4
Density functional theory data (ωB97M-V/def2-TZVPD) for the ion C9H17ClNO with charge +1 at a distorted geometry.

Summary:
- orbital gap (eV) = 8.868
- electronic energy (Ha) = -942.90001
- ΔE to the lowest compared entry with this formula, charge and spin (kcal/mol) = 87.44
- structure (SMILES) = C[C@@H](Cl)C[C@@H]1CC[NH+]=C1CCO

ORCA input file:
```
! wB97M-V def2-TZVPD RIJCOSX def2/J DEFGRID3
* xyz 1 1
C 2.3496 -2.3844 1.1842
C 2.3257 -1.0601 0.1627
Cl 3.6608 -1.3309 -1.1260
C 0.8668 -0.9966 -0.6027
C 0.2447 0.5086 -0.7698
C 1.2491 1.8027 -0.6738
C 0.1767 2.9924 -0.1957
N -1.0511 2.3624 0.4339
C -1.0308 0.9955 0.1308
C -2.3460 0.2283 0.7298
C -2.5622 -1.3096 0.2085
O -2.5127 -1.3659 -1.2606
H 2.3849 -3.3372 0.4838
H 1.4331 -2.3796 1.9218
H 3.3683 -2.2978 1.7685
H 2.5506 -0.1386 0.8492
H 0.1732 -1.7731 -0.0689
H 1.0387 -1.4202 -1.7055
H -0.2189 0.4635 -1.8664
H 2.0438 1.8746 0.1829
H 1.7737 1.9190 -1.7130
H -0.2505 3.3115 -1.2638
H 0.6282 3.9551 0.3153
H -1.7874 2.8783 1.0033
H -2.3555 0.3405 1.9017
H -3.2941 0.8448 0.3469
H -1.8302 -2.0768 0.7435
H -3.6705 -1.6167 0.5279
H -3.3580 -0.9898 -1.6486
*
```